A molecular structure, C55H55F3I2NbO3 at a distorted geometry, computed with the ωB97M-V functional and the def2-TZVPD basis.

Results
ΔE to the lowest compared entry with this formula, charge and spin	0.00	kJ/mol
total charge	-1
total energy	-3306.3373	Eh
Kohn-Sham gap	7.374	eV
HOMO	-0.2305	Eh

```
119
Properties=species:S:1:pos:R:3:forces:R:3
O -7.837 -2.080 -3.159 -0.71 -0.74 -0.30
C -7.176 -1.201 -2.773 0.21 0.36 0.04
I -7.825 0.859 -3.353 -0.13 0.39 -0.16
C -5.988 -1.179 -1.939 0.34 -0.32 -0.18
Nb -4.425 -2.868 -1.986 0.86 1.69 -0.79
C -3.783 -2.500 -4.136 0.16 -0.21 -0.15
C -4.162 -1.249 -4.744 -0.02 -0.16 -0.05
O -5.058 -0.993 -5.461 -0.63 0.22 -0.34
I -2.827 0.411 -4.212 0.41 0.54 0.05
C -2.972 -1.518 -0.913 -0.66 -1.01 0.46
C -1.736 -2.036 -0.277 0.19 0.17 0.22
O -1.626 -3.092 0.288 -0.04 -0.67 0.29
C -0.551 -1.137 -0.351 1.12 0.85 -0.30
C 0.715 -1.656 -0.668 -0.28 0.52 0.32
C 1.803 -0.798 -0.758 -0.06 -0.27 -0.20
C 1.663 0.568 -0.551 0.42 0.02 -0.05
C 0.437 1.098 -0.241 -0.97 -0.54 0.14
C -0.665 0.245 -0.148 0.09 -0.50 -0.44
C -5.047 -3.551 0.147 -0.19 -0.06 0.28
F -4.428 -4.687 0.525 0.42 -0.55 0.03
F -6.379 -3.832 0.342 -0.16 0.20 -0.23
F -4.766 -2.676 1.177 -0.03 0.29 -0.13
H -6.312 -1.133 -0.900 -0.10 -0.21 0.30
H -5.444 -0.257 -2.122 0.22 0.23 0.01
H -3.260 -4.271 -2.029 -0.36 -0.18 -0.34
H -5.692 -4.109 -2.388 0.27 -0.05 1.04
H -4.248 -3.278 -4.737 -0.20 -0.37 0.03
H -2.707 -2.628 -4.181 0.26 -0.01 0.29
H -3.471 -0.873 -0.194 -0.25 0.00 0.17
H -2.656 -0.871 -1.730 -0.21 0.16 -0.42
H 0.832 -2.712 -0.838 0.00 -0.23 -0.01
H 2.768 -1.205 -1.019 0.18 -0.07 -0.01
H 2.501 1.241 -0.641 0.28 -0.02 -0.05
H 0.287 2.152 -0.086 0.11 0.21 0.03
H -1.634 0.664 0.069 0.34 -0.26 -0.31
C 6.841 -4.315 -2.278 0.01 0.00 0.00
C 6.021 -3.419 -2.950 0.01 -0.01 0.00
C 5.473 -2.340 -2.273 -0.05 0.05 0.02
C 5.748 -2.154 -0.925 -0.01 0.01 0.00
C 6.568 -3.049 -0.253 0.01 0.00 0.01
C 7.113 -4.130 -0.930 0.01 0.00 0.00
H 7.267 -5.159 -2.805 0.00 -0.01 -0.01
H 5.808 -3.562 -4.002 -0.01 -0.01 -0.01
H 4.827 -1.643 -2.792 0.02 0.01 -0.03
H 5.319 -1.312 -0.396 -0.02 0.00 0.01
H 6.779 -2.904 0.799 -0.01 -0.01 0.02
H 7.749 -4.832 -0.405 0.01 -0.01 0.01
C 4.017 4.615 1.664 -0.08 0.12 0.11
C 3.902 3.246 1.863 -0.09 -0.14 0.00
C 2.827 2.734 2.575 0.10 -0.13 -0.10
C 1.861 3.592 3.081 0.11 0.21 0.10
C 1.974 4.961 2.883 0.21 -0.51 0.54
C 3.053 5.474 2.175 1.20 -0.49 0.75
H 4.857 5.013 1.109 0.03 0.02 0.00
H 4.653 2.577 1.461 0.00 -0.01 -0.01
H 2.737 1.666 2.731 -0.02 -0.01 -0.01
H 1.019 3.191 3.630 0.15 0.00 0.10
H 1.221 5.629 3.280 -0.03 0.01 0.02
H 3.143 6.542 2.023 0.35 -0.40 0.36
C 3.633 1.064 -3.610 0.02 -0.03 0.03
C 4.753 1.571 -2.966 0.00 -0.02 0.02
C 5.566 2.496 -3.606 0.01 0.02 0.01
C 5.253 2.920 -4.890 0.00 0.00 0.00
C 4.131 2.416 -5.533 0.00 0.00 0.00
C 3.322 1.487 -4.895 -0.01 -0.02 -0.02
H 3.005 0.341 -3.106 -0.06 0.02 -0.03
H 4.992 1.243 -1.961 0.02 -0.01 0.01
H 6.441 2.887 -3.104 0.01 0.01 0.01
H 5.884 3.644 -5.390 0.01 0.01 -0.01
H 3.885 2.749 -6.533 0.00 0.00 -0.01
H 2.448 1.092 -5.395 -0.02 0.00 0.00
C 2.255 -2.897 4.574 0.01 0.00 0.02
C 3.401 -2.438 5.210 0.01 0.01 0.00
C 4.217 -1.505 4.585 0.00 -0.02 0.01
C 3.880 -1.031 3.325 -0.01 0.04 -0.06
C 2.731 -1.485 2.692 0.01 -0.03 0.07
C 1.919 -2.422 3.315 -0.04 0.00 -0.01
H 1.621 -3.626 5.062 -0.01 -0.01 0.01
H 3.658 -2.807 6.195 0.01 -0.01 0.01
H 5.112 -1.148 5.079 0.01 0.01 0.01
H 4.510 -0.303 2.826 0.04 0.01 0.04
H 2.465 -1.110 1.715 -0.04 0.03 -0.09
H 1.026 -2.778 2.817 -0.01 0.00 -0.01
C -7.756 -8.984 3.177 0.00 -0.01 0.00
C -6.598 -8.480 3.752 0.01 0.00 0.00
C -5.914 -7.440 3.137 -0.02 -0.02 0.01
C -6.387 -6.897 1.949 0.00 -0.08 0.06
C -7.546 -7.402 1.378 -0.02 -0.01 -0.01
C -8.229 -8.445 1.988 -0.01 0.01 0.00
H -8.289 -9.797 3.654 -0.01 -0.01 0.00
H -6.229 -8.898 4.680 0.01 -0.01 0.01
H -5.008 -7.048 3.581 0.01 0.01 0.01
H -5.852 -6.091 1.473 -0.01 0.03 -0.02
H -7.916 -6.976 0.454 0.00 0.01 -0.01
H -9.131 -8.839 1.537 -0.01 0.00 0.00
C -3.124 1.748 1.038 -0.44 0.34 0.27
C -3.532 2.741 0.158 -0.06 -0.13 0.04
C -2.835 3.939 0.092 0.11 -0.01 0.00
C -1.722 4.135 0.900 -0.07 0.08 -0.05
C -1.316 3.141 1.780 -0.12 -0.04 0.16
C -2.020 1.949 1.854 -0.18 0.34 0.36
H -3.670 0.814 1.086 -0.02 0.03 0.05
H -4.392 2.568 -0.477 0.00 0.04 -0.03
H -3.152 4.715 -0.593 0.00 0.00 -0.02
H -1.169 5.065 0.846 0.01 0.02 -0.04
H -0.446 3.295 2.406 -0.20 -0.01 -0.17
H -1.704 1.172 2.539 0.02 -0.02 -0.03
C 2.200 8.975 -0.284 0.06 -0.06 0.00
C 1.069 9.685 0.093 -0.07 0.02 0.02
C 0.094 9.075 0.871 0.02 0.09 0.02
C 0.255 7.757 1.274 0.06 0.02 -0.07
C 1.387 7.048 0.898 -0.91 0.25 -0.66
C 2.359 7.656 0.117 -0.16 0.21 -0.15
H 2.958 9.450 -0.894 0.01 0.01 -0.02
H 0.945 10.714 -0.219 0.00 0.01 -0.01
H -0.791 9.625 1.161 -0.01 0.02 0.01
H -0.504 7.281 1.882 -0.05 -0.03 0.00
H 1.512 6.019 1.214 -0.72 0.74 -0.85
H 3.239 7.101 -0.181 0.04 -0.03 -0.03
```
Forces are in eV/Å.

Atom charges from the Mulliken analysis, given in e for atoms 1 to 99:
1 O -0.4287
2 C 0.1410
3 I -0.2057
4 C -0.6903
5 Nb -1.3248
6 C -0.8994
7 C 0.3926
8 O -0.4869
9 I -0.1286
10 C 0.2305
11 C -0.1064
12 O -0.5968
13 C 0.2968
14 C -0.5122
15 C -0.7745
16 C -0.5313
17 C -0.9632
18 C 0.4054
19 C 0.6674
20 F -0.3379
21 F -0.2939
22 F -0.2791
23 H 0.6413
24 H 0.3330
25 H 0.0728
26 H 0.1180
27 H 0.4900
28 H 0.4730
29 H 0.2857
30 H 0.1559
31 H 0.5182
32 H 0.4681
33 H 0.6658
34 H 0.6897
35 H 0.4558
36 C -0.3007
37 C -0.6679
38 C 0.0314
39 C -0.2355
40 C -0.5418
41 C -0.4243
42 H 0.3614
43 H 0.3732
44 H 0.2502
45 H 0.3971
46 H 0.3937
47 H 0.3570
48 C -1.0108
49 C -0.3084
50 C -0.0763
51 C -0.6609
52 C -0.6962
53 C -0.6963
54 H 0.3938
55 H 0.4807
56 H 0.3017
57 H 0.7504
58 H 0.4780
59 H 1.0518
60 C -0.0524
61 C -0.1545
62 C -0.6436
63 C -0.3686
64 C -0.3391
65 C -0.7470
66 H 0.3668
67 H 0.4041
68 H 0.3815
69 H 0.3594
70 H 0.3637
71 H 0.4198
72 C -0.4129
73 C -0.4181
74 C -0.5157
75 C -0.6175
76 C 0.1520
77 C -0.5873
78 H 0.3872
79 H 0.3538
80 H 0.3713
81 H 0.4161
82 H 0.3782
83 H 0.5427
84 C -0.4153
85 C -0.3149
86 C -0.5634
87 C -0.0978
88 C -0.5229
89 C -0.3152
90 H 0.3415
91 H 0.3508
92 H 0.3823
93 H 0.3865
94 H 0.3962
95 H 0.3520
96 C -0.3960
97 C -0.5703
98 C -0.7291
99 C -0.0921